ORCA calculation (the ωB97M-V functional and the def2-TZVPD basis) on a molecular structure, C11H15O8PSm in a non-equilibrium geometry.

Each line ends with the Mulliken charge.
Positions of all 36 atoms, in Å:
O  0.234407  0.874369  -7.682064  -0.068
C  0.220532  0.846289  -6.544848  0.069
Sm  0.306834  1.268152  -1.596210  1.715
O  -2.612253  -1.101846  -2.297499  -0.096
C  -1.725364  -0.371271  -2.120914  0.374
C  2.770793  1.782484  -2.470045  0.074
O  3.811197  2.043929  -2.911594  0.034
C  -1.170073  3.399029  -2.407651  0.093
O  -1.726565  4.330072  -2.842898  0.040
C  0.716249  -1.081060  -2.096032  0.225
O  1.015499  -2.135064  -2.509860  -0.046
C  -3.410113  1.159298  1.513124  -1.328
C  -2.001721  1.275965  0.987504  -0.053
O  -1.438074  -0.065112  1.214381  -0.108
P  -0.301375  -0.600797  0.178532  0.273
O  -0.076555  -2.136034  0.493325  -0.362
C  -0.567557  -2.790820  1.713663  -0.195
C  -0.180529  -2.018888  2.933486  -0.921
O  1.007757  0.186270  0.848002  -0.322
C  2.427491  -0.494725  0.738585  0.014
C  3.460761  0.577887  1.014105  -1.092
H  -3.972687  0.475534  0.862051  0.324
H  -3.977231  2.087989  1.535268  0.447
H  -3.384344  0.716583  2.517056  0.349
H  -2.015351  1.556956  -0.088223  0.152
H  -1.408477  2.051945  1.492022  0.355
H  -1.677825  -2.866862  1.610945  0.308
H  -0.132596  -3.779616  1.684403  0.357
H  -0.796676  -1.132920  3.063971  0.302
H  -0.350977  -2.619116  3.824136  0.428
H  0.878680  -1.735586  2.900160  0.200
H  2.422251  -1.314915  1.479054  0.306
H  2.511585  -0.912667  -0.298978  0.226
H  3.201874  1.136071  1.923793  0.349
H  4.437984  0.085674  1.135751  0.405
H  3.502448  1.302804  0.203498  0.171

Forces on atoms 1 to 2 (eV/Å):
-0.036 -0.079 2.455
0.041 0.095 -2.301

Properties
net charge: +3
E_HOMO (spin up / spin down): -20.680 / -20.672 eV
lowest unoccupied orbital energy (spin up / spin down): -0.542 / -0.477 Eh
frontier orbital gap (spin up / spin down): 5.944 / 7.705 eV
2S+1: 6


ORCA calculation (the ωB97M-V functional and the def2-TZVPD basis) on a single C3H6BrNO3Si molecule in a non-equilibrium geometry.

Each line ends with the Mulliken charge.
Positions of all 15 atoms, in Å:
O  -0.129419  2.439434  1.794346  -0.309
N  -0.933941  1.953575  1.054627  0.140
O  -1.481886  0.858781  1.668595  -0.136
C  -1.618818  -0.228663  0.668700  -0.236
Si  0.126991  -1.064770  0.575033  0.383
C  1.402175  -0.091468  -0.474043  -0.382
C  1.031753  0.062494  -2.025921  0.400
O  1.902830  0.611004  -2.756386  -0.474
Br  -0.642607  -0.550270  -2.883322  -0.169
H  -1.963253  0.220291  -0.328866  0.210
H  -2.396217  -0.984354  1.055781  0.274
H  0.626492  -1.066309  1.971920  -0.119
H  0.081016  -2.459547  0.138203  -0.145
H  2.420921  -0.640949  -0.449405  0.299
H  1.573963  0.940751  -0.009262  0.264

Forces on atoms 1 to 2 (eV/Å):
-1.315 0.045 -1.217
1.763 0.591 1.310

Properties
E_HOMO: -10.553 eV
lowest unoccupied orbital energy: -0.010 Eh
frontier orbital gap: 10.279 eV
SMILES string: O=NOC[SiH2]CC(=O)Br
2S+1: 1


ORCA calculation (the ωB97M-V functional and the def2-TZVPD basis) on a single C4HNO molecule in a non-equilibrium geometry.

Each line ends with the Mulliken charge.
Positions of all 7 atoms, in Å:
N  -2.577442  1.819102  0.261216  -0.315
C  -1.940554  0.978326  -0.216247  0.246
C  -0.964973  0.061412  -0.555361  0.115
C  0.134733  -0.386143  -0.330584  0.141
C  1.455997  -0.749698  0.145293  -0.094
O  1.954878  -0.125822  1.051010  -0.376
H  1.937361  -1.597177  -0.355327  0.281

Forces on atoms 1 to 2 (eV/Å):
0.125 -0.708 -0.664
-0.613 0.803 0.452

Properties
E_HOMO: -11.330 eV
lowest unoccupied orbital energy: -0.046 Eh
frontier orbital gap: 10.091 eV
SMILES string: N#CC#CC=O
2S+1: 1


ORCA calculation (the ωB97M-V functional and the def2-TZVPD basis) on a molecular structure, C2H3ClFI in a non-equilibrium geometry.

Each line ends with the Mulliken charge.
Positions of all 8 atoms, in Å:
C  -0.767367  -0.345353  0.073872  -1.080
C  0.506630  0.319141  -0.099539  0.417
F  0.644317  0.740813  -1.704520  -0.412
Cl  0.655898  1.844450  0.690104  -0.139
I  2.215104  -0.977513  0.181902  0.263
H  -0.746298  -0.334297  1.211531  0.334
H  -1.684141  0.187687  -0.025567  0.359
H  -0.824146  -1.434931  -0.327783  0.257

Forces on atoms 1 to 2 (eV/Å):
-0.377 -2.196 2.203
-2.515 3.812 -4.766

Properties
E_HOMO (spin up / spin down): -6.375 / -10.583 eV
lowest unoccupied orbital energy (spin up / spin down): 0.022 / -0.147 Eh
frontier orbital gap (spin up / spin down): 6.978 / 6.587 eV
2S+1: 3